Entry 1:
C6H6N2O2S in the gas phase, computed with the ωB97M-V functional and the def2-TZVPD basis.

Calculated values
HOMO level (spin up / spin down) (eV): -6.5 / -9.7
2S+1: 3
Calculated total energy (Ha): -890.1210

Positions of all 17 atoms, in Å:
C1 1.13 -0.65 2.21
C2 -0.13 -0.11 2.13
C3 1.79 -0.77 0.97
C4 -0.59 0.55 0.98
C5 1.30 -0.21 -0.18
C6 0.14 0.55 -0.18
N1 -1.86 1.75 -1.34
N2 -0.75 -0.62 -2.44
O1 0.16 -1.27 -2.82
O2 -1.90 -0.72 -2.61
S1 -0.49 1.25 -1.77
H1 1.41 -0.95 3.16
H2 -0.79 -0.05 3.12
H3 2.85 -1.28 0.95
H4 -1.56 1.02 0.96
H5 1.92 -0.36 -1.18
H6 -2.62 1.85 -1.96


Entry 2:
A molecular structure, C40H49AsN7O4SSr, computed with the ωB97M-V functional and the def2-TZVPD basis.

Calculated values
HOMO level (eV): -9.7
Charge: +1
Calculated total energy (Ha): -4902.4428

Positions of all 103 atoms, in Å:
Sr1 0.12 -0.23 0.17
C1 -2.41 -0.62 2.19
N1 -2.41 0.82 2.32
C2 -3.76 1.37 2.32
C3 -1.31 1.58 2.58
N2 -0.12 1.13 2.19
C4 1.08 1.64 2.71
C5 1.18 2.15 4.00
C6 2.32 2.81 4.44
C7 3.39 2.98 3.58
C8 3.36 2.37 2.34
C9 2.27 1.60 1.93
N3 2.31 0.84 0.74
C10 3.41 0.20 0.39
N4 3.52 -0.20 -0.93
C11 2.70 0.40 -1.95
C12 4.09 -1.48 -1.30
N5 4.47 -0.13 1.18
C13 4.39 -0.31 2.61
C14 5.84 -0.08 0.67
N6 -1.55 2.80 3.14
C15 -2.35 2.92 4.35
C16 -0.82 3.98 2.75
H1 -2.97 -1.01 3.04
H2 -1.40 -1.02 2.23
H3 -2.90 -0.91 1.25
H4 -4.29 0.96 1.46
H5 -3.73 2.45 2.23
H6 -4.29 1.07 3.22
H7 0.33 2.07 4.66
H8 2.35 3.21 5.45
H9 4.26 3.55 3.88
H10 4.22 2.43 1.69
H11 2.45 1.43 -1.69
H12 1.77 -0.17 -2.15
H13 3.25 0.40 -2.90
H14 4.51 -1.97 -0.43
H15 4.88 -1.36 -2.05
H16 3.31 -2.12 -1.73
H17 3.37 -0.26 2.96
H18 4.95 0.47 3.14
H19 4.81 -1.29 2.87
H20 5.85 0.22 -0.37
H21 6.33 -1.05 0.77
H22 6.40 0.65 1.25
H23 -2.71 1.94 4.67
H24 -3.20 3.59 4.21
H25 -1.73 3.32 5.15
H26 -0.26 3.79 1.83
H27 -0.11 4.30 3.51
H28 -1.53 4.79 2.56
N7 1.24 -2.62 0.88
C17 0.45 -2.71 2.09
C18 0.81 -1.91 3.16
C19 0.02 -1.85 4.28
C20 -1.17 -2.57 4.33
C21 -1.49 -3.42 3.28
C22 -0.70 -3.49 2.15
S1 -2.35 -2.19 5.62
O1 -1.54 -2.03 6.82
O2 -2.90 -0.92 5.12
O3 -3.29 -3.29 5.60
H29 1.14 -3.44 0.28
H30 2.23 -2.57 1.10
H31 1.70 -1.30 3.10
H32 0.28 -1.21 5.11
H33 -2.41 -3.99 3.35
H34 -0.97 -4.14 1.32
O4 -0.98 -0.55 -1.78
As1 -1.37 -0.44 -3.42
C23 -3.25 -0.29 -3.56
C24 -3.93 -0.81 -4.65
C25 -5.31 -0.68 -4.72
C26 -6.00 -0.03 -3.70
C27 -5.31 0.48 -2.61
C28 -3.93 0.35 -2.54
C29 -0.51 1.11 -4.11
C30 0.71 1.01 -4.77
C31 1.37 2.15 -5.18
C32 0.82 3.40 -4.93
C33 -0.40 3.50 -4.28
C34 -1.07 2.36 -3.87
C35 -0.71 -1.98 -4.31
C36 -0.36 -3.07 -3.51
C37 0.11 -4.23 -4.11
C38 0.23 -4.30 -5.49
C39 -0.13 -3.22 -6.28
C40 -0.60 -2.05 -5.69
H35 -3.41 -1.34 -5.44
H36 -5.85 -1.09 -5.56
H37 -7.07 0.07 -3.76
H38 -5.85 0.98 -1.82
H39 -3.41 0.74 -1.67
H40 1.14 0.03 -4.98
H41 2.31 2.07 -5.71
H42 1.33 4.29 -5.25
H43 -0.84 4.47 -4.09
H44 -2.04 2.46 -3.38
H45 -0.46 -3.01 -2.44
H46 0.38 -5.08 -3.50
H47 0.59 -5.21 -5.95
H48 -0.04 -3.28 -7.36
H49 -0.86 -1.21 -6.33


Entry 3:
A molecular structure, C23H44GeN7O5PtSe, computed with the ωB97M-V functional and the def2-TZVPD basis.

Calculated values
HOMO level (spin up / spin down) (eV): -18.6 / -19.2
2S+1: 2
Charge: +4
Calculated total energy (Ha): -6258.6136

Positions of all 82 atoms, in Å:
Pt1 -0.76 -0.11 -0.58
C1 -0.36 3.11 -5.03
C2 -0.24 1.61 -4.79
C3 -1.16 0.84 -5.71
C4 1.21 1.16 -4.91
O1 -0.69 1.31 -3.41
Ge1 -0.67 2.39 -2.06
O2 -1.88 1.59 -0.87
C5 -3.31 1.97 -0.74
C6 -3.37 3.47 -1.01
C7 -4.13 1.21 -1.76
C8 -3.71 1.68 0.70
O3 0.52 1.49 -0.91
C9 1.75 2.03 -0.33
C10 1.44 2.48 1.09
C11 2.80 0.94 -0.37
C12 2.16 3.21 -1.20
H1 -0.05 3.36 -6.04
H2 0.28 3.67 -4.35
H3 -1.40 3.44 -4.92
H4 -0.83 0.97 -6.74
H5 -2.18 1.18 -5.62
H6 -1.12 -0.23 -5.49
H7 1.53 1.23 -5.95
H8 1.32 0.13 -4.58
H9 1.87 1.79 -4.31
H10 -3.06 3.70 -2.04
H11 -2.76 4.03 -0.30
H12 -4.40 3.81 -0.92
H13 -3.86 1.51 -2.77
H14 -5.19 1.41 -1.62
H15 -3.97 0.13 -1.68
H16 -3.03 2.18 1.39
H17 -3.69 0.60 0.91
H18 -4.72 2.03 0.88
H19 1.24 1.60 1.71
H20 0.57 3.13 1.11
H21 2.29 3.01 1.51
H22 2.40 0.01 0.03
H23 3.67 1.24 0.22
H24 3.14 0.76 -1.40
H25 1.44 4.03 -1.13
H26 2.29 2.91 -2.24
H27 3.12 3.61 -0.86
N1 0.93 -0.34 4.80
C13 1.86 -1.18 5.07
C14 3.30 -0.81 5.24
C15 3.93 -1.54 6.44
C16 4.17 -3.05 6.38
N2 5.12 -3.50 5.37
C17 6.37 -3.93 5.61
N3 7.05 -4.53 4.63
N4 6.96 -3.75 6.78
C18 2.03 -2.40 2.13
O4 2.58 -3.00 2.96
O5 1.48 -1.82 1.30
H28 1.14 0.63 4.58
H29 -0.04 -0.53 5.05
H30 1.51 -2.13 5.47
H31 3.30 0.26 5.48
H32 3.88 -0.92 4.33
H33 3.33 -1.33 7.33
H34 4.89 -1.05 6.62
H35 3.24 -3.62 6.27
H36 4.54 -3.35 7.36
H37 4.76 -3.69 4.45
H38 6.62 -4.76 3.76
H39 7.99 -4.85 4.78
H40 6.50 -3.30 7.56
H41 7.88 -4.12 6.97
Se1 -3.84 -2.13 0.11
N5 -3.43 -3.75 -0.43
C19 -2.20 -3.77 -0.92
C20 -1.43 -4.86 -1.43
C21 -0.15 -4.58 -1.80
C22 0.40 -3.26 -1.69
N6 -0.30 -2.23 -1.28
C23 -1.56 -2.52 -0.89
N7 -2.21 -1.49 -0.39
H42 -1.86 -5.86 -1.51
H43 0.49 -5.36 -2.19
H44 1.43 -3.08 -1.99


Number 1: molar mass 170.2 g/mol, maximum force 5.1 eV Å⁻¹. Number 2: molar mass 886.5 g/mol, maximum force 1.4 eV Å⁻¹. Number 3: molar mass 845.3 g/mol, maximum force 1.5 eV Å⁻¹.